The following is a quantum chemistry calculation of a molecular structure, C28H64IN2O11P at a distorted geometry, from the Open Molecules 2025 dataset.

Geometry as ORCA input:
```
! RIJCOSX wB97M-V def2-TZVPD def2/J DEFGRID3
* xyz 0 1
C 7.045 0.951 -4.255
C 6.714 0.579 -2.803
P 5.626 -0.907 -2.609
C 4.544 -0.311 -1.255
C 3.511 -1.359 -0.799
C 4.525 -0.750 -4.117
O 3.165 -0.966 -3.772
C 2.314 -0.880 -4.910
C 1.712 0.508 -5.138
N 1.091 1.227 -4.031
I -0.329 0.061 -3.094
C 1.972 1.765 -2.992
C 3.217 2.494 -3.543
C 3.361 3.829 -2.824
N 4.060 3.807 -1.593
O 2.873 4.882 -3.268
H 6.220 1.497 -4.718
H 7.271 0.072 -4.866
H 7.916 1.614 -4.285
H 7.638 0.353 -2.257
H 6.260 1.450 -2.307
H 4.063 0.636 -1.519
H 5.242 -0.085 -0.436
H 3.338 -2.124 -1.561
H 2.549 -0.891 -0.577
H 3.855 -1.867 0.108
H 4.854 -1.543 -4.805
H 4.649 0.206 -4.640
H 2.887 -1.145 -5.812
H 1.525 -1.637 -4.806
H 0.924 0.389 -5.895
H 2.467 1.159 -5.597
H 1.362 2.472 -2.413
H 2.299 0.990 -2.289
H 3.146 2.714 -4.610
H 4.095 1.870 -3.344
H 4.572 2.946 -1.473
H 3.454 3.943 -0.797
C -2.921 -0.072 4.166
O -3.042 -1.109 3.220
C -4.126 -1.984 3.483
C -4.738 -2.505 2.204
O -5.500 -1.553 1.486
C -4.810 -0.561 0.750
C -4.157 -1.056 -0.518
O -2.973 -1.784 -0.244
C -2.709 -2.797 -1.183
H -2.603 -0.454 5.144
H -2.170 0.624 3.797
H -3.869 0.465 4.286
H -4.897 -1.473 4.070
H -3.765 -2.844 4.064
H -5.457 -3.277 2.488
H -3.976 -2.970 1.575
H -4.085 -0.028 1.370
H -5.586 0.148 0.451
H -3.909 -0.185 -1.136
H -4.869 -1.679 -1.071
H -3.576 -3.453 -1.322
H -1.880 -3.388 -0.801
H -2.422 -2.376 -2.157
C -0.857 7.499 -5.315
O -1.133 6.257 -4.715
C -0.162 5.871 -3.752
C -0.794 5.084 -2.633
O -1.576 5.854 -1.735
C -2.855 6.296 -2.154
C -3.917 5.225 -2.205
O -3.768 4.399 -3.344
C -4.167 3.071 -3.128
H 0.023 7.449 -5.967
H -1.724 7.770 -5.916
H -0.693 8.279 -4.563
H 0.345 6.749 -3.339
H 0.591 5.238 -4.232
H 0.026 4.699 -2.020
H -1.349 4.230 -3.028
H -2.807 6.831 -3.105
H -3.160 7.006 -1.381
H -4.900 5.715 -2.244
H -3.867 4.628 -1.285
H -3.660 2.644 -2.254
H -3.883 2.497 -4.007
H -5.253 2.990 -2.985
C -2.412 -7.210 8.423
O -1.843 -5.982 8.037
C -0.935 -5.454 8.987
C 0.179 -4.680 8.324
O 1.139 -5.481 7.662
C 0.800 -6.037 6.405
C 0.785 -5.048 5.264
O -0.371 -4.233 5.301
C -0.163 -2.932 4.802
H -3.102 -7.090 9.267
H -2.967 -7.593 7.569
H -1.641 -7.938 8.698
H -0.503 -6.259 9.592
H -1.473 -4.770 9.659
H 0.738 -4.187 9.123
H -0.225 -3.906 7.668
H -0.141 -6.589 6.447
H 1.602 -6.750 6.197
H 0.802 -5.610 4.321
H 1.691 -4.431 5.312
H 0.690 -2.449 5.295
H -1.059 -2.353 5.015
H -0.001 -2.935 3.719
*
```

For the HOMO-LUMO gap, the calculation gives 8.78 eV. As for the LUMO energy: 0.0005 Eh. The HOMO energy is -8.77 eV.


The following is a quantum chemistry calculation of a molecular structure, C17H39BeN5O7 at a distorted geometry, from the Open Molecules 2025 dataset.

Geometry as ORCA input:
```
! RIJCOSX wB97M-V def2-TZVPD def2/J DEFGRID3
* xyz 0 1
Be -0.940 1.087 -0.366
O -3.177 2.254 -0.322
C -3.122 3.037 -1.502
C -2.603 2.392 -2.901
O -1.412 1.651 -2.882
H -2.377 3.781 -1.221
H -4.089 3.525 -1.625
H -2.512 3.259 -3.556
H -3.392 1.853 -3.426
C -0.797 1.603 3.173
O -0.750 1.706 1.970
N 0.101 0.881 3.898
C -0.138 0.622 5.312
C 1.174 0.042 3.263
H -1.586 2.069 3.784
H -0.721 1.400 5.804
H 0.718 0.373 5.940
H -0.837 -0.203 5.448
H 2.112 0.152 3.807
H 0.845 -0.977 3.059
H 1.467 0.579 2.361
C 2.267 -0.670 -0.356
O 1.264 0.027 -0.091
N 2.548 -1.887 0.126
C 3.657 -2.631 -0.382
C 1.764 -2.625 1.088
H 3.050 -0.217 -0.984
H 4.238 -2.175 -1.184
H 3.366 -3.644 -0.661
H 4.435 -2.722 0.375
H 0.871 -2.099 1.424
H 1.280 -3.527 0.713
H 2.255 -2.853 2.034
C 1.444 3.986 -0.644
O 0.789 2.904 -0.518
N 2.816 4.131 -0.501
C 3.559 5.378 -0.734
C 3.636 2.941 -0.202
H 0.901 4.939 -0.739
H 4.323 5.636 -0.001
H 2.855 6.202 -0.847
H 4.065 5.218 -1.686
H 4.529 2.894 -0.824
H 3.840 2.736 0.849
H 3.154 2.061 -0.626
C -2.370 -1.823 1.645
O -1.813 -0.820 1.186
N -3.717 -2.141 1.422
C -4.404 -3.219 2.195
C -4.593 -1.110 0.798
H -1.804 -2.571 2.222
H -3.745 -3.989 2.596
H -5.218 -3.537 1.543
H -4.879 -2.781 3.073
H -4.036 -0.457 0.126
H -5.456 -1.452 0.227
H -4.974 -0.469 1.593
C -0.813 -1.470 -3.114
O -0.969 -1.320 -1.855
N 0.061 -2.348 -3.594
C 0.389 -2.470 -5.012
C 0.660 -3.435 -2.837
H -1.231 -0.855 -3.926
H 0.133 -3.478 -5.337
H 1.466 -2.329 -5.102
H -0.083 -1.804 -5.735
H 0.250 -4.423 -3.048
H 1.743 -3.416 -2.957
H 0.537 -3.370 -1.756
*
```

For the HOMO-LUMO gap, the calculation gives 5.60 eV. As for the LUMO energy: 0.0071 Eh. As for the energy above the lowest of the compared OMol25 structures with the same formula, charge and spin: 97.0 kcal/mol. The HOMO energy is -5.41 eV.